{"formula": "C28H42O21", "method": "wB97M-V/def2-TZVPD", "total_charge": 0, "gap_ev": 10.1, "relative_energy_kcal_mol": 58.4, "species": ["O", "O", "O", "O", "O", "O", "O", "O", "O", "O", "O", "O", "O", "O", "O", "O", "O", "O", "O", "O", "O", "C", "C", "C", "C", "C", "C", "C", "C", "C", "C", "C", "C", "C", "C", "C", "C", "C", "C", "C", "C", "C", "C", "C", "C", "C", "C", "C", "C", "H", "H", "H", "H", "H", "H", "H", "H", "H", "H", "H", "H", "H", "H", "H", "H", "H", "H", "H", "H", "H", "H", "H", "H", "H", "H", "H", "H", "H", "H", "H", "H", "H", "H", "H", "H", "H", "H", "H", "H", "H", "H"], "coordinates": [[22.1151, 0.7735, -7.5016], [21.5081, 0.7214, -5.3776], [24.8211, 9.7854, -6.4393], [22.2710, -1.1613, -6.3644], [25.1857, 4.3101, -6.6339], [24.5598, 11.3015, -8.0442], [26.6250, 8.7349, -11.5826], [26.3324, 3.0465, -8.0850], [24.8948, 9.0798, -10.1723], [24.8209, 4.7250, 0.8081], [25.0416, 5.2752, -1.3541], [25.3464, 2.0710, -6.3304], [26.0296, -1.4485, -3.0198], [28.1520, -1.3729, -3.7621], [29.5179, 4.7637, -9.5501], [26.4318, -0.6578, -4.9643], [24.9487, 7.2697, -11.5288], [25.9087, 3.3922, -0.6615], [26.5518, 10.6107, -7.6345], [31.6809, 5.0917, -9.1495], [30.1023, 6.2143, -7.9786], [25.2646, 10.5020, -7.2982], [26.2942, 4.3486, -8.6250], [25.0220, 13.5224, -8.4292], [25.3525, 12.1248, -8.9019], [30.1143, 3.9274, -10.5089], [32.6111, 3.0817, -10.3029], [21.2998, 2.0571, -5.7461], [25.6403, 6.5853, -7.4319], [25.4178, 8.4203, -10.9952], [31.6191, 4.2445, -10.2962], [26.9662, -1.2184, -3.9065], [22.0092, -0.0076, -6.4089], [25.6494, 4.7882, -2.5129], [27.0885, 7.6547, -12.4205], [24.7536, -1.5539, -3.6805], [26.2969, 3.4771, -2.0317], [22.2092, 2.9347, -4.8993], [25.6152, 3.0536, -6.9390], [25.2665, 5.1454, -7.8437], [30.4239, 5.4090, -8.7915], [26.0557, 6.5831, -12.0900], [23.6315, -0.8710, -2.7973], [21.5781, 2.0885, -7.2459], [25.8387, 2.2214, -2.7833], [28.4931, 7.4368, -11.9165], [25.1604, 4.4883, -0.3015], [24.9858, -0.7808, -5.0043], [26.8142, 11.6226, -8.6395], [24.7457, 2.1571, -2.7469], [27.1955, 10.9113, -9.3760], [24.0327, 13.7769, -8.8116], [32.6150, 2.4703, -11.2066], [22.3185, 2.8258, -7.5466], [22.0445, 4.0115, -5.0482], [24.9154, 4.5450, -3.2802], [24.8338, 7.1866, -7.8456], [29.7968, 4.1925, -11.5195], [23.2697, 3.0023, -5.1553], [25.6654, 6.7234, -6.3533], [25.7697, 14.2346, -8.7836], [29.0561, 6.8015, -12.6097], [28.4403, 6.9000, -10.9662], [26.3718, 4.2964, -9.7077], [24.2856, 5.1107, -8.3221], [22.8761, -0.5079, -3.4913], [24.5065, 0.1914, -5.0512], [27.5561, 12.2771, -8.1881], [20.2355, 2.2927, -5.6780], [25.7766, 6.1300, -13.0412], [24.1610, -0.0171, -2.3782], [27.3845, 3.5204, -2.0876], [31.8571, 4.9381, -11.1087], [24.9120, 13.6116, -7.3481], [29.0518, 8.3574, -11.7744], [24.7385, -1.4417, -5.8297], [29.8752, 2.8656, -10.4120], [26.6312, 6.8749, -7.7819], [21.9320, 2.6913, -3.8749], [26.4739, 5.3955, -2.8800], [33.6011, 3.5343, -10.4063], [27.1181, 7.9996, -13.4573], [24.5918, -2.6225, -3.8121], [32.5661, 2.4527, -9.4175], [20.6532, 2.1180, -7.8198], [23.2648, -1.5630, -2.0471], [24.9289, 12.0627, -9.9034], [25.9293, 2.2465, -3.8740], [27.2275, 4.8490, -8.3285], [26.5310, 5.8180, -11.4779], [26.3337, 1.3254, -2.4173]], "forces_ev_per_a": [[0.35, -0.04, -0.08], [0.08, -1.26, 0.13], [0.42, 0.26, -0.54], [0.21, -0.32, 0.17], [0.06, -0.52, -0.60], [-1.54, 0.38, -1.07], [-1.29, 0.26, 0.49], [-0.80, -0.25, 0.33], [-0.50, 0.37, 0.42], [-0.56, -0.03, -0.02], [-1.10, 1.98, -0.41], [0.07, -0.13, 0.57], [-1.00, -1.01, 1.54], [-0.74, -0.07, 0.15], [-1.06, -0.32, -0.02], [-0.64, 0.80, -2.43], [0.37, -0.50, 0.53], [-0.43, 0.12, 0.36], [0.82, -0.31, 1.29], [-0.41, -0.73, 0.54], [0.25, -0.17, 0.19], [0.41, -0.93, 0.88], [2.48, 1.42, 0.45], [0.08, 0.70, -0.13], [0.04, 0.90, 0.87], [1.18, -0.40, -0.13], [0.63, 0.91, -0.05], [0.41, 1.42, -0.71], [-0.52, -0.73, -0.63], [1.39, 0.19, -1.09], [0.03, -0.12, -1.96], [1.85, 0.64, 0.11], [-0.54, 0.86, -0.23], [0.90, -1.74, -0.22], [0.51, 1.39, 1.09], [-1.28, 1.12, 0.84], [-0.03, -1.06, -0.71], [-0.71, 1.29, -0.14], [-0.32, 0.33, -0.55], [-0.26, -0.25, 0.68], [-0.07, 0.73, 0.08], [0.70, -0.35, -2.03], [1.87, -0.70, -1.35], [0.24, -1.19, -0.23], [-0.72, 0.47, -0.36], [0.37, -1.38, -0.23], [1.91, -1.15, 0.19], [1.08, -1.50, 1.00], [-1.42, -2.27, 0.32], [-0.02, -0.25, 0.74], [0.30, 1.24, -0.87], [0.14, 0.21, -0.17], [-0.86, -0.01, 0.00], [-0.14, 0.08, -0.08], [-0.98, -0.13, 0.07], [-0.10, 0.48, -0.06], [0.43, 0.65, 0.10], [-0.02, 0.30, 0.13], [0.11, -1.44, 0.21], [-0.26, -0.23, 0.03], [-0.18, 0.15, -0.04], [0.01, 0.05, 0.03], [0.15, 0.16, 0.11], [-0.93, 0.05, -0.06], [-0.12, 0.05, 0.18], [-0.33, -0.18, 0.27], [0.18, 0.06, -0.05], [-0.23, 0.44, -0.49], [0.13, 0.06, 0.85], [-0.48, -0.25, 0.27], [-0.36, 0.05, 0.39], [0.04, 0.15, 0.25], [0.40, -0.30, -0.16], [0.45, -0.24, 0.06], [-0.21, 0.14, -0.12], [-0.16, 0.47, -0.28], [-0.13, 0.11, 0.67], [-0.12, 0.09, -0.29], [0.74, 0.17, 0.23], [-0.54, 0.70, -0.01], [0.10, -0.05, 0.63], [-0.42, -0.10, 0.05], [-0.24, 0.07, -0.26], [-0.09, 0.02, 0.02], [0.13, 0.51, -0.13], [-0.18, 0.21, 0.10], [0.67, -0.67, -0.17], [0.85, 0.39, 0.05], [0.23, -0.32, -0.21], [-0.51, 0.04, 0.59], [-0.18, -0.04, 0.13]]}



{"formula": "C3H4FO3", "method": "wB97M-V/def2-TZVPD", "total_charge": 2, "gap_ev": [11.0, 10.7], "spin_multiplicity": 2, "s_squared": 0.753, "relative_energy_kcal_mol": 9.0, "species": ["F", "O", "O", "O", "C", "C", "C", "H", "H", "H", "H"], "coordinates": [[1.7814, 1.3849, -0.6709], [-2.7452, 0.8713, 0.2046], [2.2998, -0.5085, 1.3522], [-0.6844, 0.2085, -0.1012], [-1.8950, -0.0187, 0.1586], [1.3900, -0.5578, 0.7149], [0.2685, -0.8409, -0.2082], [2.7049, 1.5547, -0.6834], [-0.1331, -1.8301, 0.0692], [0.6806, -0.8563, -1.2298], [-3.6674, 0.5929, 0.3939]], "forces_ev_per_a": [[0.31, -0.34, 0.21], [0.25, 0.02, -0.06], [-0.86, -0.09, -0.24], [0.25, 0.53, -0.05], [-0.58, -0.12, 0.05], [1.26, 0.16, 0.20], [-0.07, -0.71, -0.11], [-0.23, 0.32, -0.20], [0.03, 0.17, -0.07], [0.01, 0.05, 0.20], [-0.37, 0.01, 0.08]]}



{"formula": "C74H80N11O5P", "method": "wB97M-V/def2-TZVPD", "total_charge": 0, "gap_ev": 5.7, "species": ["P", "O", "O", "O", "O", "O", "N", "N", "N", "N", "N", "N", "N", "N", "N", "N", "N", "C", "C", "C", "C", "C", "C", "C", "C", "C", "C", "C", "C", "C", "C", "C", "C", "C", "C", "C", "C", "C", "C", "C", "C", "C", "C", "C", "C", "C", "C", "C", "C", "C", "C", "C", "C", "C", "C", "C", "C", "C", "C", "C", "C", "C", "C", "C", "C", "C", "C", "C", "C", "C", "C", "C", "C", "C", "C", "C", "C", "C", "C", "C", "C", "C", "C", "C", "C", "C", "C", "C", "C", "C", "C", "H", "H", "H", "H", "H", "H", "H", "H", "H", "H", "H", "H", "H", "H", "H", "H", "H", "H", "H", "H", "H", "H", "H", "H", "H", "H", "H", "H", "H", "H", "H", "H", "H", "H", "H", "H", "H", "H", "H", "H", "H", "H", "H", "H", "H", "H", "H", "H", "H", "H", "H", "H", "H", "H", "H", "H", "H", "H", "H", "H", "H", "H", "H", "H", "H", "H", "H", "H", "H", "H", "H", "H", "H", "H", "H", "H", "H", "H", "H", "H"], "coordinates": [[-0.0619, 6.1562, 1.8875], [2.7077, 6.4983, 0.0024], [8.4195, -1.5696, 0.7021], [-0.6536, 7.1152, 3.2381], [5.7731, 6.3786, -0.2920], [6.8654, 3.5578, 4.2221], [1.3911, 5.2139, -2.0593], [9.5711, 1.5542, -0.0548], [-15.7009, -7.3502, -7.1302], [-6.3355, 8.7848, -7.2697], [-11.8912, -5.7388, -3.4687], [-7.8464, -3.8159, -4.2941], [8.8731, -3.5271, 7.7956], [9.7137, -5.8086, 3.3257], [-2.2230, 0.2114, 2.7941], [-3.2110, 7.3123, -3.9900], [-3.5554, -2.1160, -2.1915], [11.5462, -0.0565, 3.0154], [-3.8031, -3.3809, -2.5967], [9.8299, 3.0611, -0.1596], [-7.1810, -2.8844, -3.5772], [9.3793, -1.3647, 1.8014], [6.6625, 3.9572, 0.3323], [-8.0919, 7.2231, -6.7183], [4.3622, 5.0469, 1.5096], [9.7292, -6.8064, 2.4153], [6.2076, 3.6130, 3.0594], [-7.1252, 8.1540, -6.3731], [9.3564, -4.2207, 10.4619], [-7.7394, -2.1779, -2.5241], [1.9022, 4.4628, 3.7040], [11.4677, -1.0061, 4.3603], [-3.8466, -2.7616, -4.8975], [-14.4583, -5.8760, -8.5829], [9.2566, -2.3572, 3.1417], [8.8519, -5.9440, 4.3574], [-13.5483, -5.6173, -7.5630], [6.9306, 3.1869, 1.6125], [-0.2810, 1.9404, 3.3625], [-9.7756, -3.3913, -2.9064], [3.6473, 1.3078, 5.0246], [-2.2099, 6.9020, -6.1480], [-12.2559, -8.1065, -3.7670], [-8.2641, 6.9217, -8.0652], [-9.0632, -2.4387, -2.1855], [-3.5939, -1.4493, -4.5113], [-3.1085, -1.6107, 1.0377], [-13.9092, -6.7759, -2.6443], [10.7955, 0.8106, 0.4396], [-1.8946, 1.6332, 3.2476], [-1.3662, 4.7722, 1.6004], [0.6236, 4.1919, 4.6937], [-2.6817, -2.2701, 2.4767], [-13.7200, -6.2292, -6.3258], [-14.8002, -7.0811, -6.1598], [-3.9529, -3.7494, -3.9241], [-3.2173, 7.4014, -5.3381], [-15.5091, -6.7401, -8.3200], [-3.4557, -1.1791, -3.1594], [0.1498, 2.6265, 4.8073], [-2.1453, -1.1100, 3.5270], [1.6711, 5.3818, 2.3267], [8.0466, -8.0419, 3.5644], [4.8616, 0.6429, 4.1464], [-13.4822, -8.0124, -3.1174], [2.0413, 5.7084, -1.0490], [3.7852, 2.9212, 5.2914], [2.8683, 5.6896, 1.2236], [3.4348, 3.8545, 3.9786], [-6.5247, 8.4702, -8.5696], [8.9059, 3.8199, -1.2831], [9.9782, -4.9171, 9.4309], [-1.1266, 6.2759, -5.5405], [-7.4672, 7.5563, -9.0125], [-13.0871, -5.6784, -2.8437], [9.7090, -4.5357, 8.1263], [-2.1472, 6.6976, -3.4290], [7.2914, 3.5784, -1.1334], [-1.0906, 6.1704, -4.1539], [4.6330, 4.1532, 2.8970], [-9.1295, -4.0488, -3.9410], [8.0087, -7.0315, 4.5195], [4.3925, 0.5297, 2.5645], [8.9222, -7.9303, 2.4892], [8.2827, -2.8706, 8.8179], [-2.7764, -0.0319, 1.3933], [10.3215, -2.1820, 4.4136], [10.5292, -0.1994, 1.7033], [-11.5023, -6.9531, -3.9155], [8.4915, -3.1758, 10.1532], [5.6230, 5.2636, 0.4320], [-0.8498, 2.6296, 5.4600], [-2.2683, 6.9993, -7.2261], [9.3772, 1.2179, -1.0385], [-13.3777, -4.6910, -2.4960], [9.1726, 4.9785, -1.3881], [-5.8761, 8.9891, -9.2699], [7.9918, -2.6132, 10.9337], [9.5438, -4.4901, 11.4972], [2.6379, 0.9741, 4.5249], [8.8572, -5.1281, 5.0743], [0.1186, 2.5734, 2.4628], [0.9079, 1.9459, 5.4285], [-14.8594, -6.6694, -2.1334], [10.4319, -6.6748, 1.5972], [5.9150, 1.1281, 4.3018], [-0.2602, 5.6887, -3.6502], [-8.6961, 6.7451, -5.9556], [7.6556, 2.2679, 1.6184], [-2.7694, -3.4292, 2.6167], [-1.7767, -1.2465, 4.6374], [6.7271, 4.2696, -1.9251], [9.2143, 3.3501, -2.3364], [-10.5369, -6.9755, -4.4125], [7.6138, -2.0659, 8.5257], [-2.2986, 5.1998, 1.0302], [-4.1483, -4.7815, -4.1924], [0.2820, 0.8908, 3.2979], [-13.0291, -6.0475, -5.5104], [-9.0128, 6.1981, -8.3741], [-0.9389, 3.8547, 0.9689], [3.6669, 0.7920, 6.0988], [-14.1001, -8.8951, -2.9811], [10.1723, -5.0462, 7.2870], [-10.8088, -3.6167, -2.6682], [10.2921, -2.8789, 5.3658], [-14.9753, -7.5851, -5.2138], [4.8169, 3.1530, 5.7931], [-14.3520, -5.4154, -9.5585], [-3.5060, -0.6565, -5.2455], [-1.7553, 4.4084, 2.6689], [11.2340, 0.1967, -0.4585], [-2.1671, 6.6370, -2.3444], [-3.2541, -0.1710, -2.8080], [8.4186, -3.1991, 3.1345], [-3.8806, -4.1148, -1.7999], [7.0347, 2.4531, -1.3591], [0.9758, 4.5120, 5.7874], [-6.9549, 8.4254, -5.3354], [-3.5233, -2.0772, 0.0428], [2.9586, 3.1916, 6.1082], [4.5038, 1.5286, 1.9595], [8.9754, -8.7002, 1.7279], [3.2409, 0.2335, 2.4975], [5.0131, -0.2865, 1.9532], [-9.5356, -1.9037, -1.3668], [-7.1570, -1.4420, -1.9815], [-9.6419, -4.8030, -4.5312], [7.5496, -1.8023, 1.1513], [-0.3172, 5.8732, -6.1425], [7.3994, -8.9092, 3.6571], [-7.5771, 7.3437, -10.0698], [9.6456, 3.6114, 0.8834], [-2.9378, 0.8791, 0.6737], [-0.0453, 6.9904, 4.0469], [10.9617, 3.2467, -0.4814], [-11.8953, -9.0551, -4.1482], [-3.9595, -3.0122, -5.9482], [-4.0820, 7.9014, -5.7644], [-16.2478, -6.9711, -9.0824], [-0.3297, 4.8310, 4.4616], [12.2397, -0.8571, 5.2451], [4.9656, -0.4846, 4.5245], [10.6566, -5.7370, 9.6382], [12.3942, 0.7663, 2.9783], [-2.4757, 1.7777, 4.2757], [-12.7126, -4.9443, -7.7311], [-6.1523, -2.7141, -3.8822], [7.3383, -7.0892, 5.3695], [11.6006, 1.5906, 0.7844], [-2.4587, 2.3490, 2.4793]], "forces_ev_per_a": [[0.16, 1.04, -0.72], [-2.15, -4.22, -1.28], [0.88, 0.33, 3.27], [2.31, -2.22, 0.57], [-1.01, -7.06, 4.37], [-4.22, 0.18, -7.11], [5.89, 4.20, 9.04], [0.76, 0.89, -1.08], [0.77, 0.62, -0.16], [-0.69, -0.71, -0.29], [-0.61, -0.95, 0.18], [-0.41, 0.48, 0.74], [0.21, -0.31, 0.93], [-0.62, -0.87, 0.10], [-1.45, -3.57, -2.62], [0.73, -0.39, -0.54], [-0.24, -0.34, -1.12], [-2.31, -2.62, 0.31], [0.23, 0.78, 0.33], [0.38, 1.25, -0.07], [-0.32, -0.52, -0.54], [1.77, 0.15, 2.68], [0.01, -1.35, 3.48], [-0.03, -0.04, -0.29], [-2.14, -0.24, 1.64], [0.09, 0.75, 0.55], [2.14, 0.18, 3.09], [0.59, 0.50, -0.50], [-0.01, 0.00, 0.00], [-0.28, -0.06, 0.07], [2.93, 0.74, -3.07], [-2.81, -0.64, -3.64], [0.13, -0.04, -0.03], [0.16, 0.03, 0.22], [3.01, 2.77, -0.08], [0.65, 0.17, -0.68], [-0.03, -0.01, -0.01], [-1.38, 2.44, -2.61], [0.67, -0.95, 0.40], [0.08, 0.28, 0.21], [0.72, -0.53, 0.61], [0.23, -0.13, 0.15], [-0.19, 0.03, 0.18], [0.00, 0.00, 0.01], [0.06, -0.02, -0.05], [-0.05, -0.29, -0.05], [2.61, 3.94, 6.06], [0.12, -0.21, -0.08], [0.38, -0.74, 0.40], [-0.97, 0.04, 0.22], [-0.77, -1.22, 1.22], [0.91, -0.28, 1.01], [0.30, 3.98, -0.94], [0.03, 0.14, -0.22], [-0.76, -0.27, -0.70], [0.22, 0.15, -0.17], [-0.17, 0.03, 0.89], [-0.23, -0.46, 0.75], [-0.06, -0.46, 0.76], [-1.07, -0.25, 0.30], [-1.67, -1.23, -4.28], [2.43, -1.77, 1.06], [0.00, -0.01, -0.01], [-0.73, -1.33, -0.37], [0.08, 0.01, 0.07], [-3.61, -1.38, -5.16], [-1.51, 0.20, 0.21], [1.76, -2.92, 3.80], [0.17, 1.50, -2.40], [0.22, 0.28, 0.84], [0.31, -0.57, -0.84], [-0.12, 0.14, 0.18], [-0.05, 0.02, 0.01], [-0.15, -0.11, 0.21], [0.80, 0.07, -0.36], [-0.56, 0.67, -0.30], [-0.77, 0.43, -0.33], [-0.47, 0.60, 0.28], [0.05, -0.04, -0.26], [-2.69, 1.38, -0.87], [0.86, 0.04, -0.34], [0.01, -0.19, -0.19], [0.04, -0.11, -0.53], [-0.18, -0.01, 0.24], [0.31, -0.33, -0.78], [-0.13, -3.24, 0.60], [0.37, 2.65, -3.27], [-0.01, -2.09, 3.53], [-0.08, 0.79, 0.44], [0.19, -0.23, 0.02], [0.43, 3.31, -2.01], [2.21, 0.15, -1.25], [-0.03, 0.02, 0.09], [0.25, 0.51, 1.59], [-0.03, -0.08, -0.01], [-0.63, -2.60, 0.63], [-0.07, -0.05, 0.02], [0.04, -0.04, -0.09], [-0.02, 0.03, -0.12], [1.90, 0.98, 0.94], [-0.06, -0.02, 0.02], [-0.89, -1.14, 1.75], [-1.49, 1.68, -1.64], [0.09, 0.02, -0.06], [-0.07, -0.03, 0.05], [-2.18, -0.70, -0.35], [-0.14, 0.08, -0.05], [0.07, 0.06, -0.05], [-1.37, 1.94, 0.00], [0.37, 2.64, 0.23], [-0.86, 0.54, -2.71], [1.27, -1.59, 1.76], [-0.75, 0.96, 2.14], [-0.06, -0.06, 0.01], [0.06, -0.05, 0.05], [2.03, -0.52, 1.07], [-0.02, 0.11, 0.05], [-1.35, 2.22, 0.05], [-0.22, 0.01, -0.26], [0.09, 0.08, 0.04], [-0.78, 2.11, 1.46], [-0.05, 1.21, -2.20], [0.07, 0.10, -0.02], [0.01, -0.02, 0.07], [0.19, -0.05, -0.11], [-0.20, 1.56, -2.28], [0.03, 0.10, -0.14], [-1.89, -0.30, -1.44], [-0.03, -0.05, 0.08], [0.00, -0.06, 0.10], [0.75, 0.50, -2.42], [-0.66, 1.02, 1.83], [0.07, -0.01, -0.07], [-0.02, -0.06, -0.06], [2.10, 2.01, 0.06], [-0.01, 0.00, -0.08], [0.50, 2.25, 0.57], [-0.72, -0.59, -2.31], [-0.02, -0.06, -0.06], [1.04, 1.28, 2.22], [1.73, -0.48, -1.77], [-0.18, -1.78, 1.30], [0.01, 0.08, 0.06], [2.51, 0.53, 0.24], [-1.30, 1.73, 1.49], [0.05, -0.06, -0.09], [0.00, -0.07, -0.06], [-0.04, 0.13, 0.12], [1.66, 0.36, -0.78], [-0.08, 0.04, 0.08], [0.07, 0.10, -0.01], [0.03, 0.03, 0.09], [0.47, -1.44, -2.14], [0.47, -1.88, 1.78], [-1.41, 0.27, -1.74], [-2.26, -0.20, 0.71], [-0.02, 0.11, 0.02], [-0.01, 0.03, 0.13], [0.08, -0.02, -0.05], [0.08, 0.04, 0.03], [2.09, -1.08, 0.01], [-1.89, -0.36, -2.14], [-0.20, 2.43, -0.78], [-0.06, 0.08, -0.04], [-2.02, -1.85, 0.01], [1.54, -0.22, -2.01], [-0.09, -0.07, 0.03], [-0.29, 0.07, 0.12], [0.06, 0.03, -0.07], [-1.45, -1.63, -0.55], [1.46, -1.65, 1.62]]}



no.,E (eV)
1,-72714.574
2,-12011.504
3,-113916.931